[1]
Molecular formula: C35H35FeN2O2
Method: DFT, wB97M-V/def2-TZVPD

As for the lowest unoccupied orbital energy (spin up / spin down): 2.34 / 1.16 eV. The value obtained for the HOMO-LUMO gap (spin up / spin down) is 2.89 / 4.28 eV. The expectation value of S² is 6.095. The energy above the lowest of the compared OMol25 structures with the same formula, charge and spin comes out at 5.4 kcal per mole. The molecular weight is 571.5 Da. For the total energy, the calculation gives -2878.1264 a.u.

```
! RIJCOSX wB97M-V def2-TZVPD def2/J DEFGRID3
* xyz -1 5
C -5.047 2.962 -3.698
O -4.475 1.679 -3.370
C -3.169 1.596 -3.018
C -2.676 0.314 -2.672
C -1.427 0.173 -2.124
C -0.554 1.292 -1.948
C 0.731 1.130 -1.365
C 1.821 2.025 -1.686
C 3.077 2.295 -0.970
C 3.776 3.369 -1.637
C 3.001 3.753 -2.810
C 1.851 2.902 -2.880
Fe 3.478 1.815 -2.815
C 3.288 0.371 -4.152
C 3.853 -0.132 -2.911
C 5.057 0.632 -2.623
C 5.236 1.604 -3.689
C 4.144 1.442 -4.634
C -1.055 2.561 -2.374
C -2.301 2.713 -2.936
H -6.077 2.724 -3.948
H -5.021 3.655 -2.852
H -4.540 3.401 -4.563
H -3.325 -0.542 -2.830
H -1.056 -0.813 -1.839
H 0.937 0.215 -0.819
H 3.334 1.839 -0.030
H 4.685 3.849 -1.296
H 3.219 4.581 -3.472
H 1.041 2.936 -3.592
H 2.438 -0.052 -4.680
H 3.482 -0.996 -2.361
H 5.737 0.457 -1.792
H 6.073 2.293 -3.799
H 4.020 1.968 -5.578
H -0.438 3.452 -2.268
H -2.625 3.690 -3.299
C 2.200 0.052 1.354
O 1.132 -0.922 1.328
C 0.011 -0.874 2.041
C -0.305 0.249 2.932
C -1.456 1.022 2.692
C -1.795 2.028 3.588
C -0.985 2.284 4.701
C 0.155 1.509 4.935
C 0.496 0.472 4.067
C -0.735 -2.072 2.159
N -1.696 -2.409 3.094
C -2.149 -1.658 4.234
C -2.099 -3.729 2.905
C -1.334 -4.243 1.882
C -1.460 -5.559 1.443
C -2.437 -6.350 2.074
C -3.226 -5.829 3.113
C -3.046 -4.508 3.563
N -0.482 -3.232 1.458
C 0.548 -3.430 0.479
H 2.953 -0.401 0.704
H 1.844 1.002 0.943
H 2.615 0.184 2.361
H -2.050 0.786 1.802
H -2.696 2.615 3.426
H -1.220 3.117 5.374
H 0.796 1.703 5.796
H 1.358 -0.182 4.243
H -2.676 -2.358 4.888
H -1.299 -1.228 4.779
H -2.835 -0.853 3.952
H -0.828 -5.920 0.634
H -2.587 -7.381 1.751
H -3.988 -6.465 3.568
H -3.621 -4.086 4.383
H 0.474 -4.479 0.171
H 0.388 -2.777 -0.394
H 1.543 -3.233 0.909
*
```

Charges in e, computed with Mulliken, in the same order as the atoms: atom 1 (C): -0.83, atom 2 (O): -0.44, atom 3 (C): 0.75, atom 4 (C): -0.63, atom 5 (C): -0.65, atom 6 (C): 0.84, atom 7 (C): -1.16, atom 8 (C): 1.52, atom 9 (C): -0.53, atom 10 (C): -0.72, atom 11 (C): -0.97, atom 12 (C): -1.17, atom 13 (Fe): -0.32, atom 14 (C): -0.78, atom 15 (C): -0.44, atom 16 (C): -0.96, atom 17 (C): -0.65, atom 18 (C): -0.62, atom 19 (C): -0.67, atom 20 (C): -0.41, atom 21 (H): 0.24, atom 22 (H): 0.34, atom 23 (H): 0.32, atom 24 (H): 0.39, atom 25 (H): 0.33, atom 26 (H): 0.56, atom 27 (H): 0.55, atom 28 (H): 0.49, atom 29 (H): 0.42, atom 30 (H): 0.85, atom 31 (H): 0.45, atom 32 (H): 0.56, atom 33 (H): 0.44, atom 34 (H): 0.42, atom 35 (H): 0.44, atom 36 (H): 0.71, atom 37 (H): 0.31, atom 38 (C): -1.16, atom 39 (O): -0.20, atom 40 (C): 0.14, atom 41 (C): 0.24, atom 42 (C): -0.24, atom 43 (C): -0.70, atom 44 (C): -0.57, atom 45 (C): -0.78, atom 46 (C): 0.13, atom 47 (C): -0.39, atom 48 (N): 0.17, atom 49 (C): -0.81, atom 50 (C): 0.61, atom 51 (C): 0.94, atom 52 (C): -0.95, atom 53 (C): -0.65, atom 54 (C): -0.61, atom 55 (C): -0.88, atom 56 (N): 0.17, atom 57 (C): -0.49, atom 58 (H): 0.47, atom 59 (H): 0.40, atom 60 (H): 0.39, atom 61 (H): 0.50, atom 62 (H): 0.39, atom 63 (H): 0.35, atom 64 (H): 0.38, atom 65 (H): 0.39, atom 66 (H): 0.38, atom 67 (H): 0.27, atom 68 (H): 0.21, atom 69 (H): 0.29, atom 70 (H): 0.38, atom 71 (H): 0.37, atom 72 (H): 0.31, atom 73 (H): 0.28, atom 74 (H): 0.14, atom 75 (H): 0.17

[2]
Molecular formula: C3H10N2O3
Method: DFT, wB97M-V/def2-TZVPD

As for the lowest unoccupied orbital energy: 0.43 eV. The value obtained for the HOMO-LUMO gap is 10.24 eV. The energy above the lowest of the compared OMol25 structures with the same formula, charge and spin comes out at 55.5 kcal per mole. As for the SMILES: C/N=N/C.OC(O)O. The molecular weight is 122.1 Da. For the total energy, the calculation gives -455.4831 a.u.

```
! RIJCOSX wB97M-V def2-TZVPD def2/J DEFGRID3
* xyz 0 1
C -0.726 2.295 0.286
N 0.047 1.188 0.776
N -0.552 0.433 1.572
C 0.235 -0.633 2.112
H -1.670 2.415 0.823
H -0.914 2.123 -0.776
H -0.118 3.195 0.385
H 0.274 -0.500 3.193
H -0.295 -1.565 1.909
H 1.244 -0.689 1.693
O 0.372 -2.351 -1.080
C 0.025 -1.028 -1.330
O -0.559 -0.863 -2.577
O 1.113 -0.196 -1.191
H 1.195 -2.547 -1.547
H -0.769 -0.786 -0.597
H 0.134 -0.945 -3.249
H 0.963 0.455 -0.401
*
```

Charges in e, computed with Mulliken, in the same order as the atoms: atom 1 (C): -0.71, atom 2 (N): 0.01, atom 3 (N): -0.45, atom 4 (C): -0.66, atom 5 (H): 0.37, atom 6 (H): 0.24, atom 7 (H): 0.29, atom 8 (H): 0.31, atom 9 (H): 0.26, atom 10 (H): 0.33, atom 11 (O): -0.47, atom 12 (C): 0.26, atom 13 (O): -0.49, atom 14 (O): -0.58, atom 15 (H): 0.28, atom 16 (H): 0.26, atom 17 (H): 0.30, atom 18 (H): 0.44

[3]
Molecular formula: C4H13O5Tl
Method: DFT, wB97M-V/def2-TZVPD

As for the lowest unoccupied orbital energy: -13.84 eV. The value obtained for the HOMO-LUMO gap is 3.35 eV. The energy above the lowest of the compared OMol25 structures with the same formula, charge and spin comes out at 53.7 kcal per mole. The molecular weight is 345.5 Da. For the total energy, the calculation gives -707.9430 a.u.

```
! RIJCOSX wB97M-V def2-TZVPD def2/J DEFGRID3
* xyz 2 1
Tl 0.468 -2.075 -3.957
O 0.376 -0.718 -1.457
H 0.361 -1.309 -0.679
C -3.426 -0.283 0.061
C -2.531 0.654 0.828
O -1.219 0.029 1.097
O -2.936 -0.387 -1.316
H -4.463 0.052 0.047
H -3.462 -1.271 0.519
H -2.846 1.023 1.805
H -2.333 1.481 0.146
H -0.762 -0.090 0.261
H -2.363 -1.151 -1.415
C 2.823 0.847 -0.115
C 2.836 0.243 1.320
O 2.303 -1.003 1.077
O 1.576 1.421 -0.440
H 3.010 0.041 -0.825
H 3.619 1.590 -0.160
H 2.405 0.922 2.055
H 3.860 0.034 1.629
H 1.702 -0.810 0.354
H 1.005 0.759 -0.835
*
```

Charges in e, computed with Mulliken, in the same order as the atoms: atom 1 (Tl): 0.91, atom 2 (O): -0.84, atom 3 (H): 0.27, atom 4 (C): -0.30, atom 5 (C): -0.25, atom 6 (O): -0.33, atom 7 (O): -0.39, atom 8 (H): 0.36, atom 9 (H): 0.29, atom 10 (H): 0.37, atom 11 (H): 0.28, atom 12 (H): 0.39, atom 13 (H): 0.31, atom 14 (C): -0.57, atom 15 (C): -0.06, atom 16 (O): -0.31, atom 17 (O): -0.23, atom 18 (H): 0.46, atom 19 (H): 0.39, atom 20 (H): 0.27, atom 21 (H): 0.38, atom 22 (H): 0.27, atom 23 (H): 0.37